Entry 1:
5 unconnected molecules or ions with the total composition C37H41B2ClF4NO12. Source: OMol25; level of theory: the ωB97M-V functional and the def2-TZVPD basis.

Atoms and positions in Å:
C  1.9234  5.4862  -1.1213
C  0.9050  4.3274  -1.4366
O  0.4767  3.6395  -0.5489
O  0.6001  4.1535  -2.7636
C  -0.8306  3.9394  -2.8852
C  -1.2309  2.4027  -2.9137
O  -0.1762  1.7290  -3.5760
C  -0.0797  0.3568  -3.1885
C  0.4014  0.1200  -1.6998
C  -0.6389  -0.8953  -1.0458
O  -1.8936  -0.1823  -0.9528
C  -2.1005  0.3768  0.2912
O  -2.3394  -0.3640  1.2085
B  1.0622  -0.2903  -4.1371
O  1.9963  0.5768  -4.7627
O  1.1625  -1.6758  -4.4054
C  -2.6295  2.2716  -3.6425
O  -3.5470  1.7838  -2.6615
C  -4.8851  1.8017  -3.1130
C  -5.5129  3.2434  -3.2992
C  -5.1355  4.2531  -2.1754
O  -4.0805  4.7696  -2.1322
Cl  -6.3851  4.6906  -0.9016
B  -5.7606  1.0764  -1.9406
N  -6.8381  0.1038  -2.2090
O  -5.3835  1.4195  -0.6253
C  -2.5691  1.4257  -4.9672
O  -2.9529  0.2305  -4.9026
O  -2.1181  1.8870  -6.0704
H  1.3292  6.3913  -0.8598
H  2.5338  5.6209  -2.0483
H  2.5291  5.1125  -0.2624
H  -1.4119  4.3934  -2.0383
H  -1.1526  4.4710  -3.8161
H  -1.3799  2.1150  -1.8481
H  -1.0108  -0.2406  -3.4102
H  0.3482  1.0380  -1.0588
H  1.4009  -0.3664  -1.5991
H  -0.2812  -1.3247  -0.0891
H  -0.8295  -1.7573  -1.7404
H  -2.1012  1.4898  0.4491
H  1.5647  1.0556  -5.4911
H  2.0652  -1.9233  -4.1275
H  -2.8991  3.3213  -3.9580
H  -5.0751  1.2055  -4.0402
H  -5.2282  3.7414  -4.2657
H  -6.6278  3.1073  -3.3688
H  -6.4115  -0.8267  -2.2665
H  -7.3137  0.2941  -3.0912
H  -6.1590  1.4035  -0.0414
F  1.7566  -1.6407  0.3540
C  2.2405  -2.0406  1.5445
C  3.5800  -1.8497  1.8283
C  4.0773  -2.2622  3.0579
C  3.2329  -2.8676  3.9822
C  1.8887  -3.0560  3.6804
C  1.3871  -2.6352  2.4557
H  4.2225  -1.3815  1.0911
H  5.1234  -2.1117  3.2958
H  3.6245  -3.1922  4.9390
H  1.2321  -3.5305  4.3982
H  0.3411  -2.7660  2.2054
F  -3.2251  3.8742  6.2779
C  -3.5447  2.9528  5.3471
C  -2.8954  1.7316  5.3520
C  -3.2286  0.7808  4.3958
C  -4.1975  1.0658  3.4417
C  -4.8380  2.2986  3.4455
C  -4.5142  3.2476  4.4076
H  -2.1369  1.5308  6.0987
H  -2.7325  -0.1817  4.3934
H  -4.4519  0.3251  2.6942
H  -5.5901  2.5222  2.6984
H  -5.0090  4.2107  4.4312
F  5.1863  -0.6448  -0.3534
C  5.5784  -0.4119  -1.6229
C  6.8784  -0.0114  -1.8670
C  7.2811  0.2244  -3.1750
C  6.3765  0.0677  -4.2189
C  5.0709  -0.3303  -3.9575
C  4.6704  -0.5775  -2.6512
H  7.5657  0.1135  -1.0394
H  8.2996  0.5315  -3.3803
H  6.6906  0.2570  -5.2385
H  4.3644  -0.4469  -4.7701
H  3.6594  -0.8961  -2.4269
F  3.9378  -4.6563  6.8900
C  3.5011  -5.8221  6.3798
C  2.2016  -5.9152  5.9173
C  1.7523  -7.1166  5.3868
C  2.6045  -8.2134  5.3345
C  3.9070  -8.1076  5.8071
C  4.3612  -6.9031  6.3285
H  1.5497  -5.0533  5.9737
H  0.7384  -7.1982  5.0149
H  2.2517  -9.1520  4.9239
H  4.5695  -8.9638  5.7697
H  5.3754  -6.7995  6.6935

Forces on atoms 1 to 2 (eV/Å):
-0.4647 -1.4036 -0.8921
1.3555 0.4684 -0.0098

The total charge is -1. The molar mass is 824.8 g/mol. The lowest unoccupied orbital energy comes out at 2.04 eV. The value obtained for the HOMO energy is -4.51 eV.

Entry 2:
A molecular structure, C37H42BrCl2GaN3O4Si. Source: OMol25; level of theory: the ωB97M-V functional and the def2-TZVPD basis.

Atoms and positions in Å:
Ga  -1.0472  -0.6591  0.8217
C  -3.3092  1.8129  1.8227
O  -1.9953  1.4546  1.3876
C  -1.2004  2.4400  0.8795
C  -1.5254  3.7713  0.8204
C  -0.5915  4.6749  0.2970
Br  -1.0486  6.4993  0.1922
C  0.6397  4.2493  -0.1181
C  0.9633  2.8808  -0.0661
C  0.0284  1.9521  0.3860
O  0.2672  0.6500  0.3876
C  2.2942  2.4331  -0.4097
N  2.7718  1.2061  -0.1990
C  4.1133  1.1512  -0.5552
C  5.0410  0.1205  -0.5200
C  6.3102  0.4188  -0.9768
C  6.6407  1.6963  -1.4526
C  5.7154  2.7223  -1.4819
C  4.4435  2.4195  -1.0177
N  3.2848  3.1857  -0.9078
H  -3.8764  2.2501  0.9996
H  -3.2484  2.5145  2.6555
H  -3.7836  0.8918  2.1418
H  -2.4776  4.1368  1.1768
H  1.3485  4.9775  -0.4863
H  2.1567  0.4723  0.1364
H  4.7823  -0.8646  -0.1561
H  7.0701  -0.3503  -0.9669
H  7.6468  1.8837  -1.8013
H  5.9729  3.7074  -1.8463
H  3.1894  4.1511  -1.1735
C  -0.9010  -0.4537  4.1837
Si  -0.8665  -1.8435  2.9193
C  0.8560  -2.6580  2.9518
C  1.0825  -3.4032  4.2750
C  1.8962  -1.5318  2.8480
C  1.0797  -3.6286  1.7891
C  -2.4100  -2.9377  3.0544
C  -2.4946  -3.5657  4.4532
C  -2.4195  -4.0378  1.9877
C  -3.6513  -2.0582  2.8444
H  -0.5608  -0.8074  5.1599
H  -1.9070  -0.0510  4.3100
H  -0.2489  0.3681  3.8820
H  0.9040  -2.7685  5.1461
H  2.1195  -3.7486  4.3305
H  0.4440  -4.2827  4.3599
H  1.8506  -0.8449  3.6951
H  1.7664  -0.9438  1.9324
H  2.9016  -1.9644  2.8268
H  0.4426  -4.5095  1.8563
H  2.1182  -3.9759  1.7961
H  0.9011  -3.1605  0.8179
H  -1.6882  -4.2755  4.6371
H  -3.4378  -4.1113  4.5524
H  -2.4702  -2.8118  5.2442
H  -1.6297  -4.7719  2.1484
H  -2.3184  -3.6334  0.9761
H  -3.3728  -4.5734  2.0244
H  -3.7277  -1.2671  3.5940
H  -4.5493  -2.6762  2.9353
H  -3.6717  -1.6134  1.8449
Cl  0.3231  -1.8662  -1.5575
C  1.2470  -0.6826  -2.4570
C  2.5786  -0.9537  -2.7038
C  3.3300  -0.0448  -3.4344
C  2.7482  1.1360  -3.8625
C  1.4145  1.3985  -3.5847
Cl  0.7525  2.9230  -4.0718
C  0.6005  0.4703  -2.9224
N  -0.7502  0.6881  -2.6941
C  -1.7053  0.8305  -3.7353
C  -1.3560  0.8467  -5.0786
C  -2.3336  1.0077  -6.0493
C  -3.6638  1.1382  -5.6881
C  -4.0082  1.0914  -4.3453
C  -3.0472  0.9382  -3.3574
C  -3.4432  0.8492  -1.9036
C  -3.3012  -0.5728  -1.3508
O  -3.9458  -1.4876  -1.7779
O  -2.4351  -0.7204  -0.3448
H  3.0094  -1.8795  -2.3475
H  4.3659  -0.2551  -3.6626
H  3.3209  1.8679  -4.4166
H  -1.1025  0.1514  -1.9176
H  -0.3240  0.7215  -5.3777
H  -2.0472  1.0202  -7.0926
H  -4.4289  1.2608  -6.4420
H  -5.0485  1.1625  -4.0525
H  -4.5004  1.1014  -1.8184
H  -2.8636  1.5508  -1.2993

Forces on atoms 1 to 2 (eV/Å):
-0.3905 0.2261 0.3702
-0.0342 -0.0065 -0.0200

The total charge is +1. The molar mass is 841.4 g/mol. The lowest unoccupied orbital energy comes out at -3.27 eV. The value obtained for the HOMO energy is -10.22 eV.

Entry 3:
A molecular structure, C37H42FN3OP2S6SiTi. Source: OMol25; level of theory: the ωB97M-V functional and the def2-TZVPD basis.

Atoms and positions in Å:
Ti  0.2465  2.1856  1.2574
C  2.4969  1.4381  4.2407
Si  0.6346  1.5094  4.5035
C  0.3696  2.9458  5.7348
C  0.3043  -0.1220  5.4584
N  -0.4174  1.6270  3.1105
C  -1.7751  1.6166  3.2385
C  -2.5063  1.5345  4.4501
C  -3.8884  1.5234  4.4873
C  -4.6496  1.5710  3.3268
C  -3.9822  1.6392  2.1099
C  -2.6123  1.6666  2.1062
F  -1.9831  1.7346  0.8816
H  2.9463  0.6871  4.9047
H  2.9328  2.4088  4.4670
H  2.7868  1.1946  3.2216
H  0.8785  2.7281  6.6786
H  -0.6783  3.1614  5.9552
H  0.8141  3.8454  5.3057
H  0.7355  -0.0344  6.4598
H  0.7924  -0.9657  4.9630
H  -0.7538  -0.3721  5.5687
H  -1.9554  1.4793  5.3776
H  -4.3851  1.4702  5.4501
H  -5.7303  1.5441  3.3650
H  -4.5158  1.6667  1.1687
S  -0.7134  4.2389  0.4046
S  0.7506  4.6158  -0.9173
S  3.1726  4.1150  1.2485
S  1.5847  3.9183  2.4710
C  -1.7957  -4.3298  -4.6931
S  -2.8043  -3.9105  -3.2446
C  -2.1598  -2.2236  -2.9914
C  -2.5912  -1.6826  -1.6395
C  -1.9459  -0.3506  -1.1974
N  -0.4525  -0.2590  -1.2002
P  0.0842  -0.6102  0.4630
C  -0.4854  -2.3684  0.6100
C  -0.0856  -3.3594  -0.2918
C  -0.4614  -4.6746  -0.1066
C  -1.2238  -5.0401  0.9996
C  -1.6013  -4.0710  1.9163
C  -1.2313  -2.7469  1.7224
C  1.8239  -1.2001  0.5235
C  2.2429  -1.3674  1.8462
C  3.4781  -1.9089  2.1409
C  4.3217  -2.3042  1.1123
C  3.9084  -2.1575  -0.2010
C  2.6617  -1.6232  -0.4984
P  0.0526  1.4478  -1.5583
C  1.5703  1.1140  -2.5506
C  1.6604  -0.0215  -3.3579
C  2.7373  -0.2077  -4.2066
C  3.7433  0.7493  -4.2732
C  3.6434  1.8976  -3.5042
C  2.5566  2.0878  -2.6604
C  -0.8494  1.8070  -3.1650
C  -1.3610  0.8734  -4.0649
C  -1.9147  1.2588  -5.2761
C  -1.9671  2.5979  -5.6315
C  -1.4524  3.5416  -4.7516
C  -0.9093  3.1523  -3.5367
H  -2.0684  -5.3360  -5.0054
H  -0.7405  -4.3000  -4.4236
H  -1.9918  -3.6261  -5.5012
H  -2.5431  -1.6206  -3.8130
H  -1.0710  -2.2855  -3.0402
H  -2.3924  -2.4463  -0.8945
H  -3.6737  -1.5173  -1.6450
H  -2.3509  -0.1720  -0.1942
H  -2.3294  0.4459  -1.8338
H  0.5136  -3.0832  -1.1502
H  -0.1704  -5.4310  -0.8259
H  -1.5177  -6.0727  1.1426
H  -2.1926  -4.3482  2.7814
H  -1.5277  -1.9836  2.4350
H  1.5852  -1.0370  2.6447
H  3.7937  -2.0033  3.1727
H  5.3040  -2.7019  1.3373
H  4.5604  -2.4627  -1.0120
H  2.3641  -1.5104  -1.5284
H  0.8709  -0.7614  -3.3123
H  2.7912  -1.0994  -4.8227
H  4.5884  0.5984  -4.9355
H  4.4172  2.6537  -3.5629
H  2.4403  3.0140  -2.1138
H  -1.3080  -0.1771  -3.8312
H  -2.2983  0.5001  -5.9512
H  -2.3953  2.8954  -6.5821
H  -1.4705  4.5944  -5.0095
H  -0.5070  3.9006  -2.8548
O  4.1411  1.2559  1.4947
S  3.2956  1.9152  0.4748
N  1.7907  1.5208  0.6288

Forces on atoms 1 to 2 (eV/Å):
-0.2418 2.5262 -0.4138
-0.2984 -0.2695 0.0590

The total charge is -2. The molar mass is 894.1 g/mol. The lowest unoccupied orbital energy comes out at 3.51 eV. The value obtained for the HOMO energy is 0.20 eV.

Q: Among the records above, which one has the lowest lowest unoccupied orbital energy?
A: C37H42BrCl2GaN3O4Si